Entry from the Open Molecules 2025 dataset: a cluster of 2 separate species, C20H22O5 in total in a non-equilibrium geometry (ωB97M-V with the def2-TZVPD basis set).

Properties
**Net charge**: 0
**Spin multiplicity**: 1
**F_max**: 19.7 eV Å⁻¹
**HOMO-LUMO gap**: 7.5 eV
**ΔE to the lowest compared entry with this formula, charge and spin**: 19.0701 eV

Positions of all 47 atoms, in Å:
C: -6.014 -0.614 0.486
C: -4.717 0.267 0.391
C: -3.589 0.102 -0.298
C: -2.488 0.792 -0.342
C: -2.357 1.832 0.245
C: -1.246 2.614 0.390
C: -0.215 2.128 -0.265
C: -0.307 1.103 -1.314
C: -1.534 0.413 -1.205
H: -1.570 -0.571 -1.679
O: 0.710 0.882 -1.959
C: 0.485 -0.323 -2.934
H: 1.536 -0.681 -3.515
H: -0.223 -0.171 -3.485
H: 0.417 -1.360 -2.398
O: 0.931 3.012 -0.326
C: 2.279 2.256 -0.158
C: 2.392 1.991 1.350
O: 1.555 1.252 1.689
C: 1.243 -0.049 1.365
C: -0.029 -0.651 1.430
C: -0.458 -1.798 1.224
C: 0.562 -2.526 0.375
C: 1.776 -2.068 0.243
C: 2.212 -0.697 0.286
O: 3.545 -0.313 0.320
C: 4.383 -1.220 -0.485
H: 4.011 -1.030 -1.522
H: 5.176 -0.436 -0.429
H: 4.684 -2.037 0.028
H: 2.546 -2.609 -0.546
C: 0.162 -3.972 -0.338
O: -0.859 -4.428 -0.081
H: 0.988 -4.583 -0.788
H: -1.352 -2.366 1.270
H: -0.631 0.166 2.119
H: 2.308 2.941 1.716
H: 3.440 1.677 1.683
H: 2.352 1.582 -0.826
H: 2.883 3.291 -0.379
H: -0.975 3.537 1.058
H: -3.320 2.461 1.254
H: -3.794 -0.949 -0.815
H: -5.018 1.040 1.005
H: -6.407 -0.856 1.349
H: -5.740 -1.568 -0.212
H: -6.851 -0.192 0.052